Here is a 6-piece molecular cluster, C4H21N2O6 overall from the Open Molecules 2025 dataset. Energies are from ωB97M-V/def2-TZVPD.

```
33
Properties=species:S:1:pos:R:3:forces:R:3:nbo_charge:R:1
O 2.117188 -3.489016 0.888107 0.7 -1.9 0.1 -0.949
O -1.188373 1.652243 0.411002 -3.4 -2.0 1.2 -0.553
O 0.958627 0.138526 1.989621 -1.7 1.1 -1.5 -1.008
O -0.967035 1.154837 3.397341 -2.3 2.4 -0.2 -0.972
O -2.011711 -3.024818 -2.259386 3.1 -0.9 2.0 -0.941
O -3.346399 0.612676 2.063465 1.9 10.4 0.3 -0.944
N 1.132848 -1.163435 -0.849764 -1.2 0.5 -0.2 -0.744
N 0.457038 1.159408 -1.775376 0.0 2.2 0.3 -0.675
C -0.325410 2.406487 0.258033 5.8 1.9 -2.6 0.494
C 1.298651 -0.873603 -2.353586 5.8 1.6 -0.9 -0.236
C 1.640535 0.727572 -2.441544 0.6 -2.0 0.5 -0.238
C 0.710908 2.310024 -0.932605 -1.3 -1.1 1.9 -0.336
H 1.591915 -0.435463 -0.182717 -0.3 -1.8 -1.3 0.484
H 1.993297 1.240318 -3.369574 -1.1 -1.0 -0.2 0.230
H -2.928434 -3.042003 -2.102627 -2.0 0.0 0.2 0.478
H 2.550472 0.998161 -1.839695 -0.8 -0.9 0.1 0.199
H 0.172758 3.183675 0.867478 -1.4 0.2 1.1 0.126
H 2.189583 -4.174153 1.596426 0.2 0.3 -1.1 0.498
H 1.324614 -0.412868 2.626549 1.7 -1.6 1.7 0.467
H 2.398327 -1.334515 -2.623372 -3.2 0.2 0.3 0.228
H -2.609652 0.935068 1.502649 -1.0 -1.1 0.1 0.480
H -3.503974 -0.211170 2.027457 -1.4 -9.4 -0.8 0.455
H 0.703824 3.311316 -1.354236 0.6 0.2 -0.4 0.216
H -1.578200 1.399730 4.147532 1.1 -0.8 -0.8 0.515
H 0.128672 -1.003899 -0.568277 1.0 -0.4 -0.5 0.464
H 0.462335 -1.151534 -3.013282 0.3 -0.2 0.8 0.263
H 1.660123 -2.835828 1.362157 -1.0 1.8 1.0 0.457
H 1.655138 2.020946 -0.369402 -0.8 1.1 -0.6 0.215
H 0.147385 0.410093 2.507306 0.6 0.1 -0.6 0.513
H -1.622219 -3.457148 -1.419286 -1.0 0.9 -2.1 0.465
H -0.271124 1.296220 -2.452631 -0.5 0.3 -0.1 0.390
H 1.402289 -2.173160 -0.742910 -0.1 1.1 0.7 0.469
H -1.442809 1.685938 2.673437 1.2 -1.2 1.4 0.488
```
Positions in Å, forces in eV/Å.

The value obtained for the frontier orbital gap is 10.20 eV. As for the molar mass: 193.2 g/mol. As for the HOMO energy: -13.10 eV. The total charge is +1. Its energy above the lowest of the compared OMol25 structures with the same formula, charge and spin is 405.93 kJ/mol. The strongest force on any atom is 10.590 eV Å⁻¹.